[1]
The following is a quantum chemistry calculation of a molecular structure, C35H31N2O3PdSb at a distorted geometry, from the OMol25 dataset.

Computed properties:
HOMO energy = -7.74 eV
energy above the lowest of the compared OMol25 structures with the same formula, charge and spin = 26.3 kcal/mol
E_LUMO = -0.52 eV
DFT total energy = -55936.5905 eV
multiplicity = 1
net charge = 0
strongest force on any atom = 2.66 eV/A
HOMO-LUMO gap = 7.22 eV

Geometry (Å):
Pd1 0.96 -0.06 0.48
O1 1.01 0.66 2.35
C1 0.25 1.62 2.82
C2 0.01 1.68 4.20
C3 -0.76 2.69 4.75
C4 -1.33 3.68 3.94
C5 -1.10 3.64 2.59
C6 -0.31 2.63 2.02
C7 -0.05 2.67 0.61
N1 0.69 1.85 -0.05
N2 0.98 2.19 -1.36
C8 1.36 1.14 -2.01
O2 1.40 -0.05 -1.52
C9 1.74 1.29 -3.45
C10 2.12 0.17 -4.16
C11 2.48 0.27 -5.50
C12 2.47 1.51 -6.12
C13 2.09 2.64 -5.41
C14 1.72 2.54 -4.07
H1 0.44 0.91 4.82
H2 -0.92 2.72 5.82
H3 -1.93 4.47 4.37
H4 -1.53 4.39 1.93
H5 -0.45 3.50 0.03
H6 2.13 -0.79 -3.66
H7 2.78 -0.61 -6.05
H8 2.75 1.60 -7.16
H9 2.07 3.61 -5.89
H10 1.43 3.41 -3.51
C15 3.87 2.38 0.74
C16 4.34 0.95 0.76
C17 5.66 0.64 1.42
O3 3.66 0.05 0.30
H11 4.65 3.08 1.01
H12 3.04 2.46 1.45
H13 3.46 2.61 -0.25
H14 6.39 1.43 1.25
H15 6.05 -0.31 1.06
H16 5.49 0.57 2.50
C18 -4.39 -5.08 -1.66
C19 -3.15 -5.32 -1.09
C20 -2.24 -4.28 -0.91
C21 -2.57 -2.97 -1.27
C22 -3.82 -2.75 -1.85
C23 -4.73 -3.79 -2.04
Sb1 -1.13 -1.35 -1.25
C24 -2.40 -0.13 0.01
C25 -2.35 0.01 1.39
C26 -3.28 0.79 2.06
C27 -4.26 1.47 1.36
C28 -4.31 1.37 -0.02
C29 -3.38 0.59 -0.69
C30 0.08 -2.24 0.36
C31 1.50 -2.30 0.32
C32 2.20 -2.78 1.45
C33 1.53 -3.20 2.56
C34 0.13 -3.21 2.58
C35 -0.58 -2.74 1.51
H17 -5.08 -5.89 -1.82
H18 -2.87 -6.33 -0.80
H19 -1.28 -4.50 -0.47
H20 -4.10 -1.75 -2.17
H21 -5.69 -3.59 -2.49
H22 -1.59 -0.50 1.98
H23 -3.22 0.88 3.14
H24 -4.99 2.08 1.89
H25 -5.07 1.90 -0.58
H26 -3.42 0.54 -1.77
H27 2.04 -2.11 -0.59
H28 3.28 -2.82 1.41
H29 2.09 -3.55 3.43
H30 -0.40 -3.57 3.45
H31 -1.67 -2.76 1.53

=====

[2]
The following is a quantum chemistry calculation of a molecular structure, C29H30BrN7O4SV, from the OMol25 dataset.

Computed properties:
HOMO energy (spin up / spin down) = -5.92 / -5.22 eV
energy above the lowest of the compared OMol25 structures with the same formula, charge and spin = 0.0 kcal/mol
E_LUMO (spin up / spin down) = 0.55 / 0.55 eV
DFT total energy = -155750.4145 eV
multiplicity = 2
net charge = 0
strongest force on any atom = 0.48 eV/A
HOMO-LUMO gap (spin up / spin down) = 6.47 / 5.77 eV

Geometry (Å):
V1 0.24 -0.29 0.00
C1 -1.22 3.89 3.69
C2 -2.41 3.15 3.09
N1 -2.41 3.19 1.63
C3 -3.13 4.31 1.03
C4 -4.55 3.95 0.63
C5 -1.78 2.27 0.86
S1 -0.87 1.06 1.66
N2 -1.94 2.48 -0.46
C6 -1.47 1.74 -1.44
O1 -0.79 0.67 -1.40
C7 -1.82 2.22 -2.82
C8 -2.40 3.46 -3.03
C9 -2.71 3.88 -4.32
C10 -2.45 3.06 -5.40
C11 -1.88 1.81 -5.20
C12 -1.56 1.39 -3.91
H1 -1.26 3.86 4.78
H2 -1.21 4.94 3.37
H3 -0.29 3.43 3.36
H4 -3.34 3.60 3.42
H5 -2.40 2.11 3.41
H6 -2.57 4.66 0.16
H7 -3.13 5.12 1.76
H8 -4.54 3.17 -0.13
H9 -5.07 4.83 0.22
H10 -5.12 3.59 1.49
H11 -2.61 4.09 -2.18
H12 -3.16 4.86 -4.47
H13 -2.69 3.39 -6.40
H14 -1.68 1.16 -6.04
H15 -1.13 0.42 -3.74
O2 -2.60 -5.82 1.28
C13 -2.08 -4.61 0.99
C14 -1.66 -3.71 1.95
C15 -1.13 -2.50 1.54
N3 -1.01 -2.15 0.25
C16 -1.45 -3.02 -0.65
Br1 -1.38 -2.53 -2.48
C17 -1.99 -4.26 -0.35
H16 -2.60 -5.95 2.24
H17 -1.71 -3.94 3.01
H18 -0.78 -1.78 2.25
H19 -2.33 -4.93 -1.12
C18 3.77 -2.33 4.12
N4 3.36 -1.38 3.10
C19 4.11 -0.28 2.80
C20 3.75 0.60 1.85
C21 2.53 0.33 1.13
O3 2.08 1.03 0.20
N5 1.80 -0.76 1.46
C22 2.16 -1.64 2.42
O4 1.53 -2.66 2.71
H20 4.71 -2.00 4.55
H21 3.90 -3.32 3.68
H22 3.01 -2.40 4.90
H23 5.01 -0.16 3.39
H24 4.34 1.47 1.61
N6 3.00 -0.88 -3.25
C23 1.92 -0.38 -2.60
N7 1.55 -1.12 -1.59
C24 2.45 -2.17 -1.55
C25 2.53 -3.25 -0.67
C26 3.55 -4.15 -0.87
C27 4.47 -4.01 -1.92
C28 4.40 -2.95 -2.80
C29 3.38 -2.03 -2.59
H25 3.46 -0.45 -4.04
H26 1.42 0.54 -2.89
H27 1.83 -3.35 0.15
H28 3.65 -5.00 -0.20
H29 5.26 -4.74 -2.04
H30 5.12 -2.83 -3.60